# 1
93
Properties=species:S:1:pos:R:3:forces:R:3 method="wB97M-V/def2-TZVPD" e_homo_ha=-0.4661 e_tot_ev=-156948.8588 total_charge=+2 multiplicity=1 homo_lumo_gap_ev=6.46
Ti -0.16819 -0.84632 -0.48601 -0.16 0.25 -1.14
O 1.80299 -2.33396 3.12047 0.14 -0.05 0.09
C 0.78615 -3.09764 3.55781 -0.37 0.00 -0.07
C 1.03364 -3.86912 4.69248 0.09 0.03 0.05
C 0.04819 -4.66932 5.22460 -0.01 0.02 -0.09
C -1.22313 -4.71840 4.64478 -0.05 -0.06 0.08
C -1.47790 -3.98762 3.51402 0.00 0.04 -0.04
C -0.48371 -3.17391 2.93587 0.43 0.21 0.26
C -0.77285 -2.48917 1.69398 -0.85 -0.53 -0.32
O 0.05263 -1.56673 1.21609 0.20 -0.44 0.76
N -1.82567 -2.83190 0.99134 0.05 -0.31 0.46
N -1.82869 -2.16877 -0.18883 -0.13 0.04 -0.13
C -2.84333 -2.28404 -0.95988 0.09 -0.15 0.17
C -2.82525 -1.61500 -2.24568 -0.11 0.19 -0.36
C -3.93732 -1.67492 -3.07839 0.09 -0.14 0.17
C -3.90646 -1.01734 -4.29496 0.09 0.08 -0.07
C -2.75479 -0.32867 -4.63473 -0.12 -0.11 -0.02
C -1.69396 -0.31281 -3.74285 0.20 0.00 -0.10
N -1.70463 -0.93470 -2.56499 -0.21 0.12 0.43
H 1.54231 -1.83275 2.33811 -0.05 0.07 -0.15
H 2.01626 -3.81042 5.14115 -0.01 -0.01 -0.01
H 0.26323 -5.26842 6.09930 0.00 0.04 0.03
H -1.99768 -5.32660 5.09000 0.00 -0.01 -0.04
H -2.45247 -4.01211 3.04696 0.02 -0.04 0.00
H -3.70210 -2.87994 -0.66753 0.04 -0.04 0.10
H -4.80745 -2.23692 -2.76545 0.00 0.01 0.00
H -4.75928 -1.04150 -4.95967 0.01 -0.01 0.00
H -2.67041 0.19482 -5.57666 0.02 0.01 0.01
H -0.78948 0.21867 -4.00335 -0.04 0.05 0.08
C 0.20267 -6.17262 -2.17890 -0.04 -0.01 0.06
C 0.56655 -4.75314 -2.49605 0.08 0.06 -0.10
C 1.26291 -4.39602 -3.64745 -0.08 0.08 0.14
C 1.59044 -3.06828 -3.87021 0.00 -0.03 -0.02
C 1.19569 -2.13174 -2.93843 0.05 0.12 0.03
Br 1.67714 -0.32326 -3.19853 0.04 -0.13 -0.25
N 0.49907 -2.43424 -1.83924 0.36 -0.10 -0.22
C 0.21206 -3.72966 -1.63002 0.00 -0.12 0.10
H 0.56598 -6.84983 -2.94792 0.00 -0.02 0.01
H -0.87923 -6.28799 -2.10343 0.01 -0.02 -0.02
H 0.63110 -6.47541 -1.22275 0.01 -0.02 -0.02
H 1.55743 -5.15047 -4.36545 0.01 -0.02 0.01
H 2.14436 -2.76374 -4.74580 0.01 0.02 0.01
H -0.31617 -3.97294 -0.71585 -0.02 0.07 0.00
C -1.69764 5.60510 2.65944 -0.08 0.01 0.13
O -1.05430 4.96296 1.55780 -0.03 0.01 -0.10
C 0.15016 5.40378 1.11000 0.08 -0.04 -0.05
C 0.73073 6.63056 1.39153 -0.02 0.09 0.08
C 1.96328 6.95993 0.84463 -0.01 -0.08 -0.03
C 2.62461 6.07728 0.00769 0.09 0.04 -0.03
C 2.03258 4.86723 -0.31979 -0.03 0.03 -0.01
C 0.80523 4.53028 0.23013 0.11 0.01 0.12
N 0.09473 3.35085 -0.12467 -0.31 0.09 -0.23
C 0.54689 2.09887 -0.24226 0.25 0.19 0.13
N 1.80724 1.86285 0.09326 0.07 -0.08 0.02
C 2.48269 0.62969 0.15274 -0.21 -0.14 -0.15
C 1.89810 -0.59605 -0.14050 0.29 0.05 0.10
C 2.72965 -1.72175 -0.02471 0.05 -0.06 0.03
C 4.05919 -1.61612 0.33053 -0.09 -0.06 -0.04
C 4.62257 -0.37843 0.61763 0.08 0.11 0.07
C 3.83045 0.74810 0.54575 0.02 -0.16 -0.11
O 4.23666 2.01244 0.81056 -0.02 0.05 0.04
C 5.51119 2.19154 1.42836 0.09 0.08 0.03
N -0.26103 1.10865 -0.66610 0.27 0.65 0.01
C -1.62839 1.44624 -0.91712 -0.32 0.10 0.36
C -2.07392 2.23083 -1.97448 0.04 -0.07 -0.03
C -3.43233 2.46616 -2.11769 0.03 0.08 -0.11
C -4.34588 1.91713 -1.22594 0.00 -0.04 0.05
C -3.90840 1.14436 -0.15961 -0.13 0.01 0.04
C -2.55228 0.93237 -0.00628 0.19 0.13 -0.08
O -2.02432 0.18116 1.02657 -0.15 0.07 -0.19
C -1.69466 0.95241 2.20443 0.09 -0.05 0.22
H -2.76085 5.63890 2.43576 0.01 -0.01 -0.01
H -1.34352 6.61616 2.83358 -0.04 -0.01 -0.07
H -1.53195 5.01426 3.56063 0.03 0.01 0.00
H 0.23061 7.34935 2.02359 0.05 -0.03 0.01
H 2.39699 7.92521 1.06612 0.02 -0.01 0.03
H 3.58436 6.33858 -0.41580 -0.02 0.00 -0.01
H 2.52075 4.20181 -1.02179 -0.04 0.02 -0.03
H -0.90258 3.48087 -0.21226 -0.04 -0.06 0.00
H 2.35441 2.64448 0.43629 -0.04 0.03 0.02
H 2.33515 -2.71488 -0.19873 -0.01 0.01 0.01
H 4.67281 -2.50427 0.40132 -0.02 -0.01 0.01
H 5.66408 -0.30814 0.89750 -0.03 0.01 0.01
H 5.60518 1.56270 2.31470 -0.04 0.01 0.00
H 5.55263 3.23753 1.71592 0.03 -0.01 0.00
H 6.32112 1.97317 0.73134 -0.04 -0.02 -0.03
H -1.36089 2.65358 -2.67209 0.00 -0.02 -0.01
H -3.78005 3.08494 -2.93449 -0.01 -0.01 0.01
H -5.40381 2.10408 -1.35142 0.00 -0.01 -0.02
H -4.60946 0.72102 0.54868 0.05 0.00 0.03
H -1.88680 2.01293 2.04196 0.01 -0.01 -0.07
H -0.63997 0.79995 2.43570 -0.01 -0.02 -0.02
H -2.30164 0.59415 3.03365 -0.01 -0.02 -0.02


# 2
14
Properties=species:S:1:pos:R:3:forces:R:3 method="wB97M-V/def2-TZVPD" e_homo_ha=-0.3777 e_tot_ev=-5319.2219 multiplicity=1 de_lowest_kj_mol=134.2 homo_lumo_gap_ev=11.10
C 0.04645 1.14641 -1.55232 0.31 1.85 -0.93
C 0.46113 1.94768 -0.25843 2.28 -1.55 -1.44
H 0.91776 0.90727 -2.17991 0.18 -0.47 0.71
H -0.55859 0.23985 -1.39519 0.17 0.61 0.06
H -0.39815 1.87484 -2.28409 -0.57 -0.76 0.81
H -0.40404 2.18032 0.34127 -0.04 0.49 0.16
H 1.15322 2.82740 -0.56885 -1.56 -1.23 0.75
H 1.11669 1.20829 0.29479 -0.76 1.09 -0.12
C -0.21434 -2.43687 1.18280 -1.00 1.65 -2.12
O -0.29077 -0.97599 1.12472 -1.69 -0.08 2.15
H -0.34965 -2.81172 2.16915 1.12 -0.28 1.11
H -1.20266 -2.77907 0.75013 1.48 -0.25 -0.58
H 0.75570 -2.61378 0.60289 -1.71 -0.65 1.05
H -1.03274 -0.71461 1.77306 1.79 -0.42 -1.60


# 3
139
Properties=species:S:1:pos:R:3:forces:R:3 method="wB97M-V/def2-TZVPD" e_homo_ha=-0.1747 e_tot_ev=-103034.1023 total_charge=-1 multiplicity=1 homo_lumo_gap_ev=6.53
C 0.05488 -0.11065 0.77140 0.06 0.21 -0.07
C -0.70722 0.85829 1.69304 -0.07 -0.23 0.12
C 0.10654 2.10763 1.97193 -0.01 0.03 -0.29
F -0.38337 2.75356 3.11386 0.05 -0.01 0.05
C 0.17460 3.01748 0.75471 -0.05 0.32 -0.32
C -1.13991 3.77560 0.28686 0.08 -0.32 0.62
O -1.12115 4.04214 -0.92298 -0.04 0.30 -0.53
O -2.00057 3.99738 1.15522 -0.08 -0.03 -0.14
N 1.33353 3.99012 0.74535 -0.16 -0.81 1.17
P 2.72551 3.25122 0.20651 -0.31 0.43 -1.00
S 2.70984 2.78709 -1.68405 0.32 -0.32 0.26
P 1.66012 5.15960 2.00328 0.41 0.52 -0.60
C 0.03833 5.80550 2.47178 -0.17 0.06 -0.11
C 2.24246 4.27242 3.49906 -0.08 -0.11 0.28
H -0.33257 -0.08998 -0.24672 0.02 -0.04 0.07
H 1.11529 0.16444 0.71082 -0.04 -0.09 0.06
H 0.00831 -1.13637 1.13884 -0.05 0.05 -0.05
H -1.67895 1.12227 1.26753 0.08 0.10 0.06
H -0.88048 0.37879 2.65854 -0.03 0.08 -0.08
H 1.12429 1.77697 2.22334 -0.06 0.06 0.14
H 0.36486 2.34218 -0.08862 0.08 0.07 0.06
H 2.97387 2.13547 1.02145 0.10 0.00 0.14
H 3.69258 4.18812 0.56197 0.18 -0.04 0.20
H -0.64867 5.10826 2.94571 0.05 -0.02 -0.02
H -0.42744 6.16811 1.55156 -0.06 0.01 0.12
H 0.26018 6.67059 3.10696 -0.12 -0.10 0.03
H 3.32387 4.13923 3.41087 -0.04 -0.04 0.05
H 1.76178 3.32578 3.73983 -0.08 0.02 -0.08
H 2.04850 4.95493 4.33559 0.11 -0.03 -0.04
C 4.91532 7.56405 2.40464 -0.03 -0.09 0.05
C 5.71461 6.58677 1.57801 -0.13 0.10 0.00
O 5.40320 5.42246 1.50726 0.20 -0.10 0.04
C 6.91063 7.13563 0.83530 0.00 -0.12 -0.04
H 4.07887 7.04452 2.86547 -0.01 0.01 -0.02
H 5.54980 8.01630 3.17034 0.02 0.04 -0.04
H 4.53147 8.36301 1.76781 0.03 0.03 0.01
H 7.62084 7.57241 1.54007 -0.02 0.05 0.00
H 6.59437 7.92112 0.14681 0.00 0.04 0.03
H 7.39308 6.33762 0.27638 0.00 0.00 0.00
C -1.73013 -4.28049 -0.94790 0.06 0.06 0.00
C -2.44501 -2.94891 -0.96054 0.11 -0.13 0.05
O -1.82182 -1.92459 -1.09458 -0.16 0.09 -0.14
C -3.94714 -2.96073 -0.81102 0.01 0.15 -0.04
H -0.66347 -4.09755 -1.04898 0.01 -0.07 0.04
H -1.91066 -4.80946 -0.00845 -0.06 0.00 -0.07
H -2.08598 -4.90435 -1.77069 -0.06 -0.03 0.04
H -4.23579 -3.42262 0.13499 0.03 -0.06 -0.02
H -4.39391 -3.53363 -1.62646 0.00 -0.05 0.04
H -4.31325 -1.93643 -0.83762 -0.02 0.00 0.02
C 2.51941 -4.92620 -1.64130 -0.12 -0.02 0.02
C 2.57454 -4.52852 -0.18550 0.02 0.12 0.05
O 1.58434 -4.51116 0.50788 -0.02 -0.14 -0.03
C 3.92800 -4.13877 0.35531 -0.08 0.02 0.08
H 1.49814 -5.17884 -1.91614 0.00 0.00 -0.01
H 2.87091 -4.10281 -2.26491 0.05 -0.01 0.00
H 3.16999 -5.78436 -1.82014 0.05 0.03 -0.02
H 4.32499 -3.29075 -0.20530 0.05 -0.02 -0.03
H 4.62865 -4.96918 0.24789 0.03 0.02 -0.05
H 3.83679 -3.86773 1.40414 0.00 0.00 0.00
C 1.10669 -0.14500 6.24775 -0.01 0.05 -0.11
C 0.82081 -1.15847 5.15993 -0.03 0.04 0.09
O 0.71019 -0.82361 4.00682 0.10 -0.04 -0.03
C 0.67673 -2.59851 5.58808 0.06 0.01 -0.10
H 1.18019 0.84724 5.80859 -0.01 0.00 0.00
H 0.30576 -0.15551 6.98964 0.02 -0.03 0.03
H 2.04000 -0.39337 6.75716 -0.02 -0.03 0.04
H -0.14080 -2.69929 6.30385 0.02 0.00 0.05
H 1.59835 -2.93176 6.07212 -0.03 0.01 0.06
H 0.46463 -3.22412 4.72644 -0.01 0.01 0.00
C 4.08485 5.30281 -6.34111 0.43 0.03 -0.29
C 4.95382 5.32018 -5.10789 -0.36 0.01 -0.02
O 6.16464 5.35087 -5.14732 0.01 -0.01 -0.03
C 4.16512 5.29401 -3.82955 0.35 0.06 0.20
H 4.69697 5.33095 -7.24159 0.04 0.00 0.03
H 3.45779 4.41152 -6.34360 -0.09 0.08 0.05
H 3.41353 6.16150 -6.32302 -0.10 -0.08 0.01
H 3.56289 4.38691 -3.78765 -0.10 0.08 0.01
H 3.48771 6.14927 -3.80190 -0.10 -0.08 -0.01
H 4.81813 5.31585 -2.95944 0.03 -0.01 -0.01
C 5.62012 0.89058 -2.52472 -0.01 -0.24 0.13
C 6.86890 0.07757 -2.31819 0.06 0.10 -0.08
O 6.92485 -0.85658 -1.54974 -0.03 -0.03 -0.01
C 8.07620 0.49172 -3.13223 0.04 -0.10 0.08
H 4.81318 0.52094 -1.89916 -0.01 0.02 0.01
H 5.79626 1.93920 -2.28179 0.00 0.02 -0.07
H 5.31441 0.83802 -3.57186 0.02 0.09 -0.02
H 8.34037 1.52634 -2.90737 -0.03 0.02 -0.04
H 7.84554 0.43486 -4.19743 -0.02 0.06 0.00
H 8.91653 -0.15999 -2.90387 0.00 0.00 0.00
C -2.45533 -6.88784 5.40227 0.02 0.16 0.03
C -1.79443 -5.92922 4.43959 0.00 0.07 0.05
O -1.52401 -4.79901 4.77796 -0.03 -0.12 -0.03
C -1.48554 -6.44290 3.05599 0.05 0.07 -0.01
H -2.61318 -6.37453 6.34734 -0.03 -0.08 0.03
H -3.41416 -7.22723 5.00676 0.03 -0.06 -0.04
H -1.82050 -7.76017 5.56426 -0.04 -0.04 -0.01
H -2.40628 -6.76584 2.56507 0.02 -0.04 0.01
H -0.82238 -7.30845 3.12029 -0.06 -0.03 0.00
H -1.00408 -5.66792 2.46546 0.01 0.04 -0.01
C -7.00153 -2.68218 -4.84056 0.03 -0.18 0.08
C -5.57465 -2.88685 -4.39834 0.09 0.13 0.01
O -5.17345 -3.95724 -3.99908 -0.07 -0.05 0.00
C -4.66723 -1.68342 -4.47288 0.07 -0.10 0.05
H -7.55250 -3.61447 -4.73698 -0.01 0.00 0.00
H -7.46912 -1.90897 -4.22744 0.01 0.05 -0.05
H -7.04032 -2.36168 -5.88143 -0.02 0.06 0.01
H -5.06018 -0.87543 -3.85316 -0.03 0.03 -0.04
H -4.61437 -1.31848 -5.50015 -0.04 0.04 0.01
H -3.67029 -1.94565 -4.12713 0.00 0.01 0.00
C 0.39099 3.51109 -3.96416 0.08 -0.03 -0.23
C 0.34836 4.85583 -4.62656 -0.17 0.00 0.12
O 1.06664 5.15772 -5.56153 -0.04 -0.05 0.08
C -0.65249 5.82740 -4.05237 0.13 0.15 -0.11
H 1.14163 2.88174 -4.43950 0.01 -0.01 -0.01
H 0.61708 3.61502 -2.90035 -0.22 0.05 -0.06
H -0.58790 3.03236 -4.03266 -0.03 0.04 0.07
H -0.44354 5.98873 -2.99315 -0.09 -0.13 0.05
H -1.65750 5.40848 -4.12028 0.01 -0.03 0.11
H -0.60699 6.77040 -4.59408 0.00 0.00 -0.02
C -2.28680 -6.25520 10.67296 0.00 -0.13 -0.01
C -1.55355 -6.48128 9.37072 -0.02 0.06 0.03
O -1.36520 -7.59330 8.93569 -0.01 0.01 -0.01
C -1.07597 -5.24685 8.64643 0.08 -0.18 -0.11
H -2.58128 -7.21105 11.09902 0.00 0.00 0.00
H -1.64476 -5.72281 11.37679 -0.02 0.05 -0.01
H -3.17312 -5.64194 10.50158 0.02 0.05 0.01
H -0.38798 -4.68518 9.28091 -0.06 0.06 0.02
H -1.92286 -4.60286 8.40305 0.03 0.06 0.04
H -0.56905 -5.53383 7.72832 -0.01 0.05 -0.02
C -10.76124 -1.95835 -8.90794 0.12 0.00 -0.04
C -10.01297 -2.42966 -7.68353 -0.06 0.01 0.02
O -8.80749 -2.49930 -7.66246 -0.02 0.01 -0.05
C -10.85084 -2.80816 -6.48509 0.12 -0.02 0.04
H -10.05483 -1.71618 -9.69773 0.00 0.00 0.00
H -11.44346 -2.73715 -9.25318 -0.04 0.02 0.03
H -11.35627 -1.07592 -8.66661 -0.04 -0.03 0.01
H -11.53598 -3.61650 -6.74645 -0.04 0.03 -0.01
H -11.44902 -1.95475 -6.16115 -0.04 -0.01 -0.03
H -10.20422 -3.12814 -5.67189 0.00 0.00 0.00